Entry 1:
{
  "formula": "C27H34F6N5",
  "method": "ωB97M-V with the def2-TZVPD basis set",
  "elements": ["C", "N", "C", "C", "C", "N", "C", "C", "C", "N", "C", "H", "H", "H", "H", "H", "H", "H", "H", "H", "H", "H", "H", "H", "H", "H", "C", "N", "C", "C", "F", "F", "F", "C", "C", "C", "C", "C", "C", "C", "C", "C", "N", "C", "C", "C", "F", "F", "F", "C", "C", "C", "C", "H", "H", "H", "H", "H", "H", "H", "H", "H", "H", "H", "H", "H", "H", "H", "H", "H", "H", "H"],
  "coordinates": [[-2.28, 0.44, 3.52], [-1.37, -0.51, 2.89], [-1.94, -1.80, 2.59], [-1.03, -2.54, 1.63], [0.38, -2.54, 2.16], [0.83, -1.18, 2.38], [2.28, -1.05, 2.51], [2.66, 0.36, 2.93], [1.68, 1.35, 2.39], [0.33, 1.09, 2.86], [-0.05, -0.18, 2.71], [-1.74, 1.36, 3.76], [-3.11, 0.67, 2.84], [-2.70, 0.01, 4.45], [-2.07, -2.36, 3.54], [-2.95, -1.65, 2.15], [-1.39, -3.57, 1.56], [-1.10, -2.08, 0.64], [0.43, -3.10, 3.11], [1.04, -3.03, 1.44], [2.65, -1.78, 3.25], [2.75, -1.28, 1.53], [2.66, 0.41, 4.03], [3.67, 0.59, 2.58], [1.93, 2.36, 2.72], [1.74, 1.34, 1.28], [-6.28, 5.68, 0.80], [-5.47, 4.59, 0.30], [-6.00, 3.89, -0.85], [-6.87, 2.76, -0.37], [-7.45, 2.04, -1.37], [-6.14, 1.89, 0.41], [-7.87, 3.25, 0.44], [-4.30, 4.26, 0.91], [-3.39, 3.32, 0.32], [-2.25, 2.95, 1.00], [-1.90, 3.57, 2.24], [-0.63, 3.30, 2.83], [-0.22, 4.02, 4.03], [0.15, 3.38, 5.25], [0.40, 4.14, 6.38], [0.34, 5.56, 6.34], [0.31, 6.34, 7.48], [0.23, 5.71, 8.79], [0.96, 7.66, 7.48], [0.03, 8.80, 7.80], [0.71, 9.95, 8.09], [-0.82, 9.07, 6.75], [-0.77, 8.52, 8.88], [0.20, 6.20, 5.08], [-0.18, 5.44, 3.99], [-2.87, 4.42, 2.87], [-4.00, 4.81, 2.18], [-5.65, 6.54, 1.07], [-6.98, 5.98, 0.02], [-6.84, 5.38, 1.70], [-6.64, 4.59, -1.40], [-5.21, 3.47, -1.47], [-3.62, 2.89, -0.65], [-1.61, 2.15, 0.62], [0.12, 2.95, 2.13], [0.20, 2.29, 5.28], [0.66, 3.65, 7.33], [-0.24, 4.73, 8.68], [1.24, 5.60, 9.24], [-0.39, 6.33, 9.45], [1.72, 7.66, 8.28], [1.39, 7.87, 6.50], [0.26, 7.28, 5.02], [-0.46, 5.97, 3.07], [-2.74, 4.77, 3.89], [-4.67, 5.55, 2.61]],
  "lowdin_charge": [-0.0350, -0.0965, -0.1701, -0.1596, -0.1639, -0.0421, -0.1455, -0.1687, -0.2405, 0.0291, -0.2906, 0.0537, 0.0928, 0.1022, 0.1343, 0.1315, 0.1242, 0.1288, 0.1395, 0.1311, 0.1321, 0.1318, 0.1202, 0.1209, 0.1082, 0.1334, -0.0353, -0.1054, -0.0349, -0.5273, 0.1424, 0.1149, 0.1198, -0.1824, 0.0116, 0.0126, -0.2133, 0.0500, -0.2220, -0.0144, -0.0101, -0.2053, -0.1241, -0.0418, -0.0493, -0.5249, 0.1200, 0.1084, 0.1090, -0.0032, -0.0310, 0.0244, 0.0126, 0.1014, 0.1037, 0.1099, 0.1496, 0.1321, 0.1090, 0.1347, 0.0951, 0.1124, 0.1051, 0.0831, 0.1052, 0.0915, 0.1476, 0.1346, 0.1078, 0.1282, 0.1348, 0.1116],
  "charge": 1,
  "de_lowest_kj_mol": 117.6,
  "e_lumo_ev": -4.06,
  "orbital_gap_ev": 6.3,
  "total_energy_ha": -1921.988340
}

Entry 2:
{
  "formula": "C24H54F3KN6O8P2",
  "method": "ωB97M-V with the def2-TZVPD basis set",
  "elements": ["K", "C", "O", "O", "C", "F", "F", "F", "C", "C", "H", "H", "H", "H", "H", "H", "O", "P", "N", "C", "C", "N", "C", "C", "N", "C", "C", "H", "H", "H", "H", "H", "H", "H", "H", "H", "H", "H", "H", "H", "H", "H", "H", "H", "H", "O", "P", "N", "C", "C", "N", "C", "C", "N", "C", "C", "H", "H", "H", "H", "H", "H", "H", "H", "H", "H", "H", "H", "H", "H", "H", "H", "H", "H", "O", "C", "O", "C", "C", "C", "H", "H", "H", "H", "H", "H", "O", "C", "O", "C", "C", "C", "H", "H", "H", "H", "H", "H"],
  "coordinates": [[1.10, 0.58, -0.72], [3.13, -2.58, -0.39], [3.82, -2.58, 0.85], [3.21, -1.36, -1.09], [3.55, -3.88, -1.25], [2.72, -3.99, -2.30], [4.78, -3.79, -1.69], [3.49, -5.04, -0.68], [5.27, -2.69, 0.87], [5.79, -2.67, 2.32], [5.41, -3.56, 2.82], [6.87, -2.73, 2.44], [5.47, -1.76, 2.83], [5.73, -2.03, 0.14], [5.57, -3.64, 0.43], [2.11, -2.76, -0.04], [-1.48, 0.02, -0.97], [-2.55, -0.69, -1.78], [-2.46, -0.29, -3.42], [-2.72, -1.20, -4.49], [-2.67, 1.11, -3.74], [-4.15, -0.25, -1.33], [-5.42, -0.75, -1.89], [-4.29, 0.70, -0.23], [-2.53, -2.41, -1.61], [-3.44, -3.41, -2.21], [-1.40, -3.02, -1.00], [-2.20, -0.81, -5.37], [-3.78, -1.27, -4.72], [-2.37, -2.22, -4.33], [-2.32, 1.81, -2.99], [-3.75, 1.18, -3.91], [-2.20, 1.22, -4.72], [-5.27, -1.60, -2.55], [-6.02, -1.11, -1.06], [-5.95, 0.02, -2.46], [-3.68, 0.35, 0.60], [-3.89, 1.69, -0.47], [-5.34, 0.67, 0.05], [-2.93, -4.38, -2.29], [-4.32, -3.64, -1.61], [-3.73, -3.21, -3.24], [-1.45, -4.10, -0.92], [-1.27, -2.70, 0.03], [-0.52, -2.72, -1.56], [0.88, 1.10, 1.92], [0.96, 1.19, 3.41], [1.47, 2.74, 3.88], [1.09, 3.42, 5.12], [2.68, 3.18, 3.18], [2.15, 0.18, 4.05], [2.58, -0.90, 3.18], [2.88, 0.36, 5.32], [-0.42, 0.78, 4.27], [-1.61, 0.49, 3.61], [-0.59, 0.58, 5.70], [1.45, 4.45, 5.16], [1.59, 2.87, 5.91], [0.01, 3.54, 5.23], [2.70, 2.85, 2.14], [3.56, 2.77, 3.68], [2.57, 4.26, 3.23], [1.91, -1.11, 2.35], [3.49, -0.63, 2.66], [2.76, -1.88, 3.62], [2.95, -0.55, 5.91], [3.88, 0.76, 5.15], [2.35, 1.07, 5.96], [-1.33, 0.08, 2.64], [-2.12, -0.26, 4.22], [-2.21, 1.38, 3.41], [-1.59, 0.95, 5.93], [0.15, 1.14, 6.26], [-0.60, -0.47, 5.98], [0.84, 0.60, -3.48], [0.68, -0.13, -4.42], [0.13, 0.31, -5.63], [0.10, -0.68, -6.61], [0.94, -1.80, -6.12], [1.05, -1.59, -4.61], [0.53, -0.31, -7.54], [-0.88, -1.12, -6.84], [1.91, -1.90, -6.60], [0.53, -2.80, -6.27], [2.09, -1.66, -4.29], [0.42, -2.28, -4.04], [1.00, 3.39, -0.44], [-0.04, 3.95, -0.12], [-0.31, 5.15, -0.61], [-1.46, 5.78, -0.08], [-2.30, 4.56, 0.35], [-1.21, 3.56, 0.81], [-1.97, 6.35, -0.85], [-1.26, 6.52, 0.69], [-2.92, 4.17, -0.46], [-2.90, 4.89, 1.19], [-1.53, 2.52, 0.69], [-0.88, 3.70, 1.84]],
  "lowdin_charge": [0.7796, -0.4581, -0.1255, -0.2982, -0.6377, 0.1102, 0.1494, 0.1579, -0.2372, -0.0686, 0.0717, 0.0664, 0.0499, 0.1161, 0.0942, 0.1208, -0.3676, 0.6541, -0.3086, -0.1180, -0.0850, -0.3051, -0.1039, -0.1073, -0.2774, -0.1118, -0.1327, 0.0605, 0.0838, 0.0764, 0.0893, 0.0795, 0.0820, 0.0545, 0.0811, 0.0795, 0.0681, 0.0616, 0.0805, 0.0792, 0.0806, 0.0525, 0.0875, 0.0817, 0.0797, -0.3488, 0.5927, -0.3088, -0.1106, -0.0872, -0.2817, -0.1159, -0.0903, -0.3142, -0.1521, -0.0956, 0.0795, 0.0537, 0.0806, 0.0777, 0.0742, 0.0827, 0.0703, 0.0744, 0.0873, 0.0844, 0.0781, 0.0416, 0.0756, 0.0896, 0.0845, 0.0843, 0.0592, 0.0900, 0.0700, -0.4067, 0.0035, -0.2138, -0.1640, -0.0487, 0.1304, 0.1091, 0.1185, 0.1163, 0.1357, 0.1208, 0.0484, -0.4475, 0.0359, -0.1534, -0.1362, -0.0502, 0.1232, 0.1253, 0.1084, 0.1101, 0.1041, 0.1201],
  "de_lowest_kj_mol": 215.6,
  "e_lumo_ev": 0.26,
  "orbital_gap_ev": 6.7,
  "total_energy_ha": -3459.653634
}

Entry 3:
{
  "formula": "C26H17IrN7O2S3",
  "method": "ωB97M-V with the def2-TZVPD basis set",
  "elements": ["Ir", "S", "C", "C", "C", "C", "N", "C", "C", "C", "S", "C", "N", "H", "H", "N", "C", "C", "C", "C", "C", "C", "S", "O", "O", "N", "C", "N", "C", "C", "C", "N", "H", "H", "H", "H", "H", "H", "H", "H", "H", "C", "C", "C", "C", "C", "C", "C", "C", "N", "H", "H", "H", "H", "H", "H"],
  "coordinates": [[-0.05, 0.03, 0.02], [-1.30, 0.40, 1.79], [1.44, 0.05, 1.36], [2.61, -0.62, 1.00], [3.76, -0.54, 1.77], [4.93, -1.25, 1.35], [5.85, -1.84, 1.00], [3.74, 0.22, 2.96], [2.58, 0.85, 3.35], [1.43, 0.75, 2.57], [-0.08, 1.45, 3.09], [4.92, 0.33, 3.77], [5.86, 0.44, 4.42], [2.65, -1.18, 0.07], [2.56, 1.40, 4.29], [2.98, -4.66, -3.81], [2.11, -3.59, -3.76], [2.59, -2.30, -3.47], [1.72, -1.24, -3.37], [0.35, -1.44, -3.54], [-0.13, -2.71, -3.84], [0.74, -3.77, -3.95], [-0.77, -0.10, -3.41], [-0.53, 0.84, -4.47], [-2.09, -0.63, -3.21], [-0.22, 0.59, -1.99], [-0.50, 1.90, -1.69], [-1.19, 2.78, -2.40], [-1.30, 3.99, -1.86], [-0.76, 4.35, -0.63], [-0.12, 3.35, 0.08], [0.03, 2.15, -0.46], [3.96, -4.46, -3.92], [2.66, -5.50, -4.25], [3.65, -2.15, -3.32], [2.09, -0.25, -3.15], [-1.20, -2.86, -3.96], [0.36, -4.76, -4.18], [-1.86, 4.71, -2.44], [-0.87, 5.35, -0.24], [0.28, 3.50, 1.07], [-0.63, -1.98, -0.41], [-0.23, -2.81, 0.76], [0.99, -3.48, 0.75], [1.47, -4.16, 1.87], [0.69, -4.23, 3.01], [-0.58, -3.64, 3.01], [-1.03, -2.96, 1.89], [1.16, -4.92, 4.17], [1.54, -5.47, 5.11], [-1.71, -1.91, -0.55], [-0.09, -2.27, -1.31], [1.59, -3.45, -0.15], [2.43, -4.65, 1.84], [-1.20, -3.72, 3.89], [-2.02, -2.52, 1.91]],
  "lowdin_spin": [0.4385, 0.3163, 0.0054, 0.0054, 0.0022, 0.0001, 0.0003, 0.0038, 0.0043, 0.0125, 0.1165, 0.0003, 0.0012, 0.0005, 0.0002, 0.0000, 0.0001, 0.0002, 0.0008, 0.0010, 0.0000, 0.0006, 0.0040, 0.0064, 0.0009, 0.0205, 0.0001, -0.0002, -0.0011, 0.0015, 0.0052, 0.0242, 0.0000, 0.0000, 0.0000, 0.0002, 0.0000, 0.0000, 0.0000, 0.0002, 0.0014, 0.0070, 0.0039, 0.0019, 0.0003, 0.0013, 0.0005, 0.0059, 0.0001, 0.0006, -0.0007, 0.0014, 0.0003, 0.0000, -0.0001, 0.0044],
  "de_lowest_kj_mol": 131.1,
  "e_lumo_ev": [-1.41, -2.74],
  "orbital_gap_ev": [7.3, 6.0],
  "total_energy_ha": -2833.626134,
  "spin_multiplicity": 2
}